{
  "formula": "C8H12BrNO2",
  "method": "the ωB97M-V functional and the def2-TZVPD basis",
  "symbols": ["Br", "O", "O", "N", "C", "C", "C", "C", "C", "C", "C", "C", "H", "H", "H", "H", "H", "H", "H", "H", "H", "H", "H", "H"],
  "positions_angstrom": [[0.267349, -0.670900, -2.810601], [-1.198457, -0.666311, 1.901286], [-2.841959, -0.119841, -0.323912], [1.826192, -0.168886, -0.656944], [2.189471, 0.708942, 0.447441], [0.503658, 1.831034, -1.344195], [-1.054876, -1.308311, 0.731580], [0.137822, 1.933281, 0.077634], [-1.944040, -1.185590, -0.230838], [1.033743, 0.429314, -1.407651], [0.156620, -2.295837, 0.615915], [0.856617, 1.358669, 1.003828], [1.317191, 2.527849, -1.618897], [-1.549989, 0.239554, 1.769134], [-3.759363, -0.529849, -0.327335], [2.749285, 0.041944, 1.112408], [-0.793551, 2.359830, 0.422635], [2.745888, 1.611921, 0.084016], [0.354559, 1.255403, 1.970636], [0.451226, -2.648528, 1.555972], [-1.973169, -1.776499, -1.065656], [-0.137713, -3.042940, 0.011752], [-0.291975, 2.014183, -2.048109], [0.955469, -1.898431, 0.129900]],
  "atomic_forces_ev_per_a": [[0.240, 0.294, -0.182], [0.458, 1.571, 1.152], [-1.834, -0.944, 0.811], [-0.008, 1.294, -0.402], [-0.895, 0.527, 1.308], [0.858, -0.096, -0.253], [1.120, -1.637, -0.330], [-1.420, 1.017, 0.735], [-0.249, 1.463, 0.377], [-0.478, -1.280, -2.278], [-3.200, 2.455, 1.952], [1.384, -1.013, 0.345], [-0.042, -0.205, 0.162], [-0.052, -0.913, -0.100], [1.550, 0.975, -0.032], [0.008, 0.912, 0.313], [-0.278, 0.210, -0.550], [0.170, -0.988, 0.365], [1.247, -0.008, 0.065], [0.262, -0.601, 1.474], [0.433, -1.496, -1.952], [-1.183, -3.020, -1.884], [-0.308, -0.132, -0.011], [2.218, 1.615, -1.084]],
  "nbo_charge": [0.005, -0.695, -0.726, -0.444, -0.299, -0.565, 0.280, -0.207, -0.011, 0.311, -0.646, -0.192, 0.247, 0.489, 0.478, 0.225, 0.218, 0.209, 0.230, 0.212, 0.167, 0.214, 0.259, 0.240],
  "total_charge": 0,
  "lumo_ev": 0.65,
  "homo_lumo_gap_ev": 8.950,
  "smiles": "BrC1=NCC=CC1.C/C(O)=C/O",
  "homo_energy_ev": -8.30,
  "relative_energy_kj_mol": 152.7
}